Run w
Density functional theory data (wB97M-V/def2-TZVPD) for 4 unconnected molecules or ions with the total composition C3H12O5.

Geometry as ORCA input:
```
! RIJCOSX wB97M-V def2-TZVPD def2/J DEFGRID3
* xyz 0 1
C 1.111 3.705 1.324
C 0.855 2.308 1.854
C 1.263 1.303 0.828
O 2.086 0.423 0.911
O 0.547 1.471 -0.293
H 0.343 4.104 0.631
H 2.035 3.786 0.726
H 1.305 4.447 2.093
H 1.570 2.212 2.692
H -0.188 2.185 2.150
H 0.822 0.899 -1.009
O -2.651 -3.156 -1.193
H -1.898 -3.808 -1.310
H -2.965 -3.179 -0.284
O -0.486 -4.461 -1.269
H 0.026 -3.758 -1.689
H -0.352 -5.283 -1.744
O -0.879 -1.048 -1.813
H -1.826 -0.858 -1.709
H -0.719 -1.293 -0.895
*
```

Results
orbital gap = 10.831 eV

---

Run x
Density functional theory data (wB97M-V/def2-TZVPD) for 4 unconnected molecules or ions with the total composition C3H12O5.

Geometry as ORCA input:
```
! RIJCOSX wB97M-V def2-TZVPD def2/J DEFGRID3
* xyz 0 1
O 0.196 -0.737 1.596
C 0.527 -1.462 0.674
C -0.338 -1.483 -0.549
C 0.200 -2.016 -1.839
O 0.826 -1.002 -2.613
H 1.379 -2.149 0.782
H -1.347 -1.728 -0.284
H -0.555 -0.350 -0.700
H 0.888 -2.853 -1.874
H -0.616 -2.461 -2.431
H 1.752 -0.860 -2.404
O 1.846 1.634 1.200
H 1.336 1.074 1.800
H 2.758 1.810 1.430
O -1.633 2.485 -0.682
H -0.885 2.208 -0.136
H -2.072 3.060 -0.037
O -1.535 1.786 2.279
H -0.593 1.707 2.116
H -2.134 1.338 1.674
*
```

Results
orbital gap = 10.845 eV

---

Which one is most stable, and which one is least stable? run w is the most stable of them, while run x is the least stable.

---

Run w
Density functional theory data (wB97M-V/def2-TZVPD) for C3H4FN in the gas phase.

Geometry as ORCA input:
```
! RIJCOSX wB97M-V def2-TZVPD def2/J DEFGRID3
* xyz 0 1
C 1.852 -1.013 0.156
C 0.730 -0.366 0.083
N -0.132 0.464 0.297
C -1.432 0.791 -0.073
F -1.641 1.381 -1.329
H 2.890 -0.772 0.034
H 1.584 -2.067 0.265
H -2.056 -0.140 -0.039
H -1.797 1.722 0.606
*
```

Results
orbital gap = 9.362 eV

---

Run x
Density functional theory data (wB97M-V/def2-TZVPD) for 2 unconnected molecules or ions with the total composition C3H4FN.

Geometry as ORCA input:
```
! RIJCOSX wB97M-V def2-TZVPD def2/J DEFGRID3
* xyz 0 1
C -0.198 -0.765 -0.804
C 0.296 -0.087 -1.803
F 0.171 1.254 -1.974
H -0.715 -0.335 0.127
H -0.116 -1.785 -0.855
H 0.894 -0.445 -2.664
C -0.082 0.679 2.700
N 0.576 1.498 2.247
H -0.825 -0.013 3.025
*
```

Results
orbital gap = 11.097 eV

---

Run y
Density functional theory data (wB97M-V/def2-TZVPD) for 2 unconnected molecules or ions with the total composition C3H4FN.

Geometry as ORCA input:
```
! RIJCOSX wB97M-V def2-TZVPD def2/J DEFGRID3
* xyz 0 1
C 1.804 0.889 -0.177
C 0.225 -0.808 0.589
C -1.821 -0.094 -0.513
N 1.010 -0.012 0.249
F -2.506 0.258 0.600
H 1.580 1.812 0.271
H 2.363 0.685 -1.172
H -0.477 -1.626 0.808
H -2.177 -1.103 -0.655
*
```

Results
orbital gap (alpha / beta) = 7.761 / 7.762 eV

---

Which one is most stable, and which one is least stable? run x is the most stable of them, while run y is the least stable.

---

Run w
Density functional theory data (wB97M-V/def2-TZVPD) for 4 unconnected molecules or ions with the total composition C8H24O4.

Geometry as ORCA input:
```
! RIJCOSX wB97M-V def2-TZVPD def2/J DEFGRID3
* xyz 0 1
C 2.854 -2.571 1.138
C 3.323 -1.536 2.133
O 2.334 -0.433 2.109
H 1.831 -2.749 1.189
H 3.404 -3.524 1.126
H 2.655 -2.142 0.354
H 4.343 -1.172 1.868
H 3.355 -1.814 3.129
H 2.578 0.231 2.912
C -0.914 -0.495 -1.814
C -0.071 -0.846 -0.516
O 0.376 0.246 -0.005
H -1.798 0.153 -1.416
H -1.403 -1.339 -2.274
H -0.459 0.263 -2.499
H 0.739 -1.530 -0.545
H -0.636 -1.459 0.194
H 1.032 0.016 0.799
C 1.419 4.159 -3.248
C 0.606 2.989 -2.514
O 1.458 2.203 -1.601
H 1.681 4.847 -2.518
H 0.839 4.744 -3.848
H 2.273 3.798 -3.889
H 0.115 2.569 -3.366
H -0.349 3.341 -2.195
H 0.891 1.386 -1.222
C -3.464 -0.644 2.635
C -3.344 -1.468 1.337
O -4.667 -1.639 0.722
H -2.412 -0.210 3.240
H -3.776 -1.406 3.379
H -4.185 -0.001 2.707
H -2.829 -2.423 1.467
H -2.791 -0.829 0.754
H -5.009 -0.717 0.278
*
```

Results
orbital gap = 9.803 eV

---

Run x
Density functional theory data (wB97M-V/def2-TZVPD) for 4 unconnected molecules or ions with the total composition C8H24O4.

Geometry as ORCA input:
```
! RIJCOSX wB97M-V def2-TZVPD def2/J DEFGRID3
* xyz 0 1
C 22.494 115.221 45.362
C 22.849 114.227 44.233
O 23.266 113.071 44.826
H 23.186 115.495 46.028
H 21.574 114.844 46.012
H 22.418 116.228 44.789
H 23.649 114.750 43.923
H 21.949 114.257 43.558
H 23.336 112.260 44.237
C 25.923 112.003 42.795
C 24.956 110.896 42.355
O 23.679 110.981 42.925
H 26.102 112.108 43.889
H 25.552 113.142 42.460
H 26.873 111.659 42.323
H 25.568 109.800 42.538
H 24.644 110.836 41.264
H 23.104 110.182 42.938
C 21.604 109.785 40.554
C 21.717 108.420 41.112
O 22.360 108.527 42.341
H 21.020 110.419 41.290
H 21.102 109.570 39.641
H 22.661 110.020 40.285
H 22.364 107.628 40.664
H 20.713 108.079 41.221
H 21.927 107.841 42.812
C 20.310 111.218 44.330
C 19.163 111.619 45.284
O 18.672 110.559 46.256
H 20.296 110.322 43.923
H 21.215 110.941 44.797
H 20.455 111.867 43.447
H 18.429 111.961 44.554
H 19.436 112.556 45.856
H 17.653 110.736 46.200
*
```

Results
orbital gap = 9.885 eV

---

Which one is most stable, and which one is least stable? run x is the most stable of them, while run w is the least stable.

---

Run w
Density functional theory data (wB97M-V/def2-TZVPD) for 2 unconnected molecules or ions with the total composition C3H9NO2S.

Geometry as ORCA input:
```
! RIJCOSX wB97M-V def2-TZVPD def2/J DEFGRID3
* xyz 1 2
O -2.609 -0.385 -0.746
C -1.451 -0.474 -1.028
N -0.519 0.522 -0.863
C 0.872 0.492 -1.141
C 1.721 0.573 0.195
S 1.957 -1.118 0.698
H -0.989 -1.432 -1.348
H -0.848 1.309 -0.306
H 1.116 -0.391 -1.727
H 1.130 1.376 -1.736
H 2.696 1.042 0.241
H 1.064 1.094 0.897
H 0.613 -1.238 0.829
H -1.299 -1.133 2.247
H -2.087 -0.068 1.574
O -1.365 -0.169 2.214
*
```

Results
⟨S²⟩ = 0.754
orbital gap (alpha / beta) = 10.830 / 5.398 eV

---

Run x
Density functional theory data (wB97M-V/def2-TZVPD) for 2 unconnected molecules or ions with the total composition C3H9NO2S.

Geometry as ORCA input:
```
! RIJCOSX wB97M-V def2-TZVPD def2/J DEFGRID3
* xyz 1 2
O 3.082 -0.317 -0.015
C 2.135 0.145 0.537
C 0.863 0.600 -0.187
C 0.080 -0.769 -0.394
S -1.216 -0.596 -1.534
N 0.186 1.519 0.702
H 2.165 0.454 1.585
H 1.190 1.020 -1.144
H -0.208 -1.205 0.576
H 0.841 -1.438 -0.829
H -2.241 -0.194 -0.764
H -0.782 1.176 0.933
H 0.111 2.447 0.304
H -2.942 -0.819 2.270
H -3.233 0.664 2.083
O -2.527 -0.044 1.881
*
```

Results
⟨S²⟩ = 0.757
orbital gap (alpha / beta) = 10.871 / 5.030 eV

---

Which one is most stable, and which one is least stable? run w is the most stable of them, while run x is the least stable.